Record 1
The following is a quantum chemistry calculation of C5H8O2 in the gas phase, from OMol25.

**HOMO-LUMO gap**: 9.2 eV
**Calculated total energy**: -9405.7830 eV
**LUMO**: 0.07 eV
**SMILES**: C[C@]1(CC=O)CO1
**2S+1**: 1

Atoms and positions in Å:
O -0.9682 -0.8395 0.6602
C -0.4712 0.9934 -0.6251
H 1.6882 -0.8052 -1.4239
C 0.7700 -1.2929 -1.0770
H 0.7600 -1.0335 1.8818
H 0.1323 -1.5380 -1.9249
C 0.0623 -0.3668 -0.1469
H -1.1386 0.8675 -1.4849
O -2.3081 2.0083 0.6965
C 0.5712 -0.2265 1.2069
H 1.0273 0.7356 1.5273
H 1.0368 -2.2083 -0.5401
C -1.2684 1.4140 0.6225
H -0.7405 1.0792 1.5376
H 0.3060 1.7287 -0.8730

Forces on atoms 1 to 3 (eV/Å):
1.2 0.3 1.6
-0.1 0.1 0.0
-0.1 -0.1 -0.1


Record 2
The following is a quantum chemistry calculation of a molecular structure, Cl3O12Pb, from OMol25.

**HOMO-LUMO gap (alpha / beta)**: 4.8 / 3.2 eV
**Calculated total energy**: -67352.7447 eV
**⟨S²⟩**: 0.759
**LUMO (alpha / beta)**: -4.60 / -6.18 eV
**2S+1**: 2

Atoms and positions in Å:
O 2.5651 2.7798 4.1054
Pb -0.1281 -0.5792 1.3198
Cl -1.5822 -3.5361 -0.7450
O -1.9446 1.4363 -1.6094
O 1.4804 3.5095 2.1628
O 3.4659 2.9285 1.8273
O -2.4873 -4.5265 -0.4155
O 0.0033 2.2065 -2.8861
Cl -0.6107 1.1170 -2.0871
O -0.5908 -3.3243 0.3108
O 0.0797 0.5624 -0.9933
Cl 2.3590 2.4550 2.6107
O -1.0482 -4.1238 -2.0143
O -2.2343 -2.2902 -0.9104
O -0.7652 -0.0774 -2.8617
O 1.4382 1.4625 2.1858

Forces on atoms 1 to 3 (eV/Å):
-0.4 -3.1 -4.5
-0.9 -0.8 -3.2
0.2 -2.2 -5.4


Record 3
The following is a quantum chemistry calculation of 10 unconnected molecules or ions with the total composition C38H48Cl4F4O4, from OMol25.

**HOMO-LUMO gap**: 9.3 eV
**Calculated total energy**: -109331.4711 eV
**LUMO**: 0.26 eV
**SMILES**: Fc1ccccc1.Fc1ccccc1.Fc1ccccc1.Fc1ccccc1.CC(C)=O.CC(C)=O.CC(C)=O.CC(C)=O.ClCCl.ClCCl
**2S+1**: 1

Atoms and positions in Å:
H -5.6449 -5.0085 -3.6562
C -8.1644 -3.1712 2.3888
C -8.8314 -3.0306 -2.0319
C -5.6587 -0.9080 7.6885
C -4.5310 -3.7603 -2.3563
C -3.0407 -2.8277 3.7824
H -8.3629 0.5086 6.8626
H -10.5550 -0.4424 0.3501
H -8.6213 -4.7822 1.0641
C -12.7854 0.6349 3.7157
C -4.1387 1.4500 0.9867
H -2.9736 -4.9339 7.0033
C -1.8130 -3.1337 4.3275
C -0.8055 1.1416 5.5001
F -9.5303 -0.4801 2.5873
C -10.7029 -0.4594 3.2874
O -5.5780 -0.2704 0.2144
H -6.4337 -1.5778 8.0614
C -5.2382 0.4521 1.1481
C -3.0994 0.6128 4.6725
Cl -2.3495 4.5748 1.7650
H -5.8140 -0.6705 2.9984
H -13.6607 0.2493 5.6363
H -9.9295 -1.7716 4.8714
H -8.2650 0.6739 5.1595
H -0.8842 -3.0091 3.7907
Cl -4.0652 -1.4964 8.2290
C -8.4873 1.2400 6.0640
H -8.1068 -2.4516 1.5856
H -0.7776 -4.3385 5.8409
C -1.7692 1.1639 4.3310
C -1.7254 -3.9512 5.4974
O -3.7294 -2.9042 -2.6493
C -10.0579 -1.1080 -0.3401
H -4.5056 2.4229 1.3137
C -5.9711 0.2513 2.4384
F -8.7931 -6.6578 2.7227
H -5.1649 -2.8869 4.0246
C -4.2172 -3.1558 4.4672
C -7.4192 2.3219 6.3395
H -6.4321 -4.0632 -1.3811
H -4.3242 -5.8204 -2.6894
C -8.2276 -1.8103 -1.7474
C -10.7126 -1.1300 4.4952
H -3.5453 1.2356 5.4480
O -6.7737 2.2746 7.3397
C -7.3129 3.4672 5.3053
Cl -5.8922 -0.8900 5.9009
H -3.2124 1.0178 1.3653
C -10.6849 -2.3535 -0.5722
H -3.1052 -0.3101 5.2525
H -8.2156 4.0751 5.2460
C -3.4531 5.2797 2.9540
C -11.7840 -0.8404 5.3707
H -3.9797 -4.7911 -4.1760
H -7.0189 0.2582 2.1379
C -4.6130 -4.9700 -3.3071
C -4.1745 -3.7240 5.6785
H -11.6793 -2.6037 -0.2331
C -8.0376 -2.8325 3.7592
H -0.0009 0.4309 5.3110
H -8.3731 -5.9390 5.1554
H -4.0772 5.9315 2.3427
C -8.8583 -0.8395 -0.9341
C -11.7486 0.3725 2.8343
H -6.4376 4.0533 5.5856
H -13.4702 1.3926 3.3646
H -11.7915 0.8674 1.8754
H -11.8591 -1.3970 6.2932
H -2.7908 5.9087 3.5488
C -10.1176 -3.3493 -1.4292
H -5.0731 -4.3619 -0.4068
F -10.8075 -4.4929 -1.7053
H -3.7946 0.4594 3.8471
C -5.4393 -3.6690 -1.1644
H -7.2362 -1.6776 -2.1549
H -1.1685 0.8182 6.4757
C -12.8193 0.0301 4.9957
C -8.3379 -5.1259 4.4454
H -9.4843 1.6800 6.0876
F -3.1441 -2.2904 2.5168
C -2.9546 -4.2648 6.1557
H -3.8709 1.6589 -0.0491
C -8.4945 -4.4912 2.0964
H -8.3984 0.1049 -0.6829
H -8.0096 -3.3994 5.7908
H -5.8038 0.1053 8.0628
Cl -4.5013 4.0344 3.7225
H -0.2155 2.0434 5.6641
H -5.7850 1.0711 3.1322
H -8.3085 -3.7896 -2.5949
O -1.4403 1.5938 3.1690
C -8.1107 -3.8220 4.8021
H -7.2573 2.8958 4.3787
C -8.5615 -5.4175 3.0863
H -5.5312 -2.6158 -0.8992
H -7.7013 -1.8606 4.0891
H -5.1459 -3.8015 6.1440

Forces on atoms 1 to 3 (eV/Å):
-0.1 -0.6 0.1
-0.4 0.0 2.0
-2.0 -0.8 1.3


Record 4
The following is a quantum chemistry calculation of 2 unconnected molecules or ions with the total composition C5H9N2, from OMol25.

**HOMO-LUMO gap (alpha / beta)**: 8.2 / 6.4 eV
**Calculated total energy**: -8297.1261 eV
**LUMO (alpha / beta)**: -5.37 / -5.98 eV
**2S+1**: 1
**Net charge**: +1

Atoms and positions in Å:
H 0.3312 -1.4394 -2.1910
H 1.4041 4.1251 0.1105
H -2.2941 1.3905 1.3990
N 0.0319 -0.6605 -0.0999
H -1.0191 0.0182 2.1343
C -1.1706 0.0010 0.0442
N 1.7659 -2.0465 -1.0240
C -1.8155 0.2998 1.3524
C 0.6809 -1.2582 -1.1382
H 1.8772 -2.7049 -1.7424
H -1.5887 0.1604 -0.8895
H 2.4909 -2.0242 -0.3082
C 0.4684 2.1493 -0.0636
C 0.9913 3.1419 0.2961
H -2.6476 -0.3861 1.3327
H 0.4937 -0.7666 0.7876

Forces on atoms 1 to 3 (eV/Å):
-0.8 1.2 1.4
0.0 -0.4 0.7
1.5 -2.4 0.0